[1]
Entry from OMol25: a structure of composition C21H31F6FeN5O4S5 (wB97M-V/def2-TZVPD).

Each line ends with the Mulliken charge.
Geometry (Å):
Fe -0.0540 -0.1705 -0.5570  0.4630
C -1.6685 0.0206 4.4491  -0.8361
N -2.0665 -0.9581 3.4465  0.1412
C -2.6849 -2.1682 3.7054  -0.2564
C -2.8634 -2.7860 2.5193  -0.5458
N -2.3413 -1.9488 1.5570  0.3716
C -1.8657 -0.8323 2.1226  0.0837
S -1.1339 0.5449 1.3979  -0.2823
H -2.0724 -0.2967 5.4062  0.3152
H -2.0698 0.9963 4.1884  0.3554
H -0.5833 0.0762 4.5034  0.3223
H -2.9360 -2.4671 4.7076  0.4198
H -3.3051 -3.7348 2.2733  0.4612
H -2.3999 -2.0559 0.5460  0.1800
C 1.3681 -2.5018 -5.3421  -0.5171
C 2.7245 -1.9038 -5.6794  -0.9660
C 3.6195 -1.7255 -4.4582  -1.0793
C 3.0725 -0.7210 -3.4353  0.3435
N 2.4688 -1.3317 -2.2457  0.4038
C 2.7710 -1.1748 -0.9703  0.2217
S 1.5974 -1.5974 0.2580  -0.5339
N 3.9156 -0.6837 -0.4865  0.1724
C 5.2513 -0.5447 -1.0890  -0.9467
C 5.8310 -1.8355 -1.6508  0.2566
C 6.1282 -2.9296 -0.6246  -0.7313
C 4.9145 -3.7227 -0.1500  -0.9499
H 0.7484 -2.6281 -6.2294  0.4374
H 0.8121 -1.8556 -4.6575  -0.2413
H 1.4681 -3.4766 -4.8571  0.2975
H 2.5872 -0.9330 -6.1668  0.3340
H 3.2465 -2.5309 -6.4049  0.4478
H 4.6092 -1.3932 -4.7784  0.3914
H 3.7665 -2.6905 -3.9637  0.4344
H 2.2878 -0.1061 -3.8853  0.2590
H 3.8368 -0.0270 -3.1083  -0.2409
H 1.6088 -1.8484 -2.4034  -0.0758
H 3.8804 -0.5934 0.5152  0.3674
H 5.8818 -0.1774 -0.2784  0.5697
H 5.2447 0.2484 -1.8350  0.1424
H 6.7542 -1.5556 -2.1653  0.5255
H 5.1711 -2.2298 -2.4274  -0.4106
H 6.6558 -2.4944 0.2308  0.2953
H 6.8393 -3.6230 -1.0783  0.3789
H 4.2195 -3.1276 0.4433  0.2112
H 5.2212 -4.5660 0.4689  0.4505
H 4.3570 -4.1276 -0.9991  0.2287
S 1.4410 1.7861 -0.2503  -0.2528
C 2.2810 2.4188 -1.5991  0.7276
C 3.5649 2.9605 -1.3479  -0.6438
C 4.3474 3.4174 -2.3872  -0.7055
C 3.8546 3.3857 -3.6897  -0.4321
C 2.5759 2.8978 -3.9505  -0.5096
C 1.7971 2.4129 -2.9224  -0.2952
H 3.9212 3.0027 -0.3261  0.4656
H 5.3325 3.8186 -2.1875  0.4366
H 4.4650 3.7583 -4.5024  0.4234
H 2.1884 2.8995 -4.9610  0.4997
H 0.8051 2.0372 -3.1185  0.2753
F -3.9099 -3.3601 -3.2292  -0.1945
C -2.6881 -3.7204 -2.8805  0.4262
F -2.1104 -4.3882 -3.8575  -0.1764
F -2.7394 -4.4668 -1.7822  -0.1962
S -1.6359 -2.2600 -2.4730  1.4464
O -2.1659 -1.5608 -1.3082  -1.0993
O -0.3436 -2.8555 -2.2762  -0.7573
N -1.7957 -1.3848 -3.7707  -0.4661
S -1.1534 0.0458 -3.6914  1.1213
O -0.7925 0.5228 -4.9783  -0.5875
O -0.1140 0.1254 -2.6381  -0.2637
C -2.4700 1.2096 -3.0621  0.6833
F -2.2547 2.4079 -3.5842  -0.2088
F -2.3927 1.2971 -1.7320  -0.1655
F -3.6662 0.7726 -3.4089  -0.2203

HOMO level (alpha / beta) ... -11.0193 / -11.1823 eV
LUMO energy (alpha / beta) ... -1.80 / -5.38 eV
Energy above the lowest of the compared OMol25 structures with the same formula, charge and spin ... 0.000 eV
Multiplicity ... 6
Total charge ... +1


[2]
Entry from OMol25: a cluster of 5 separate species, C21H31F6O17PS in total in a non-equilibrium geometry (wB97M-V/def2-TZVPD).

Each line ends with the Mulliken charge.
Geometry (Å):
O 2.5087 1.4173 3.6640  -0.5678
C 1.6858 0.8433 2.9022  0.3280
C 0.2918 1.4178 2.3417  -0.2587
C 0.1382 0.4870 1.0350  -0.7697
C 0.9027 -0.9173 1.3597  0.8057
P -0.2085 -2.0344 2.4413  0.1093
S -1.5881 -2.9667 1.3787  -0.3943
C 1.4747 -1.5624 -0.0216  -0.2131
O 0.9205 -1.1800 -1.0706  -0.5227
C 2.6488 -2.6580 0.0746  0.8600
F 3.7229 -2.2256 0.9274  -0.2791
F 2.0628 -3.7749 0.7864  -0.3204
C 3.1434 -3.2463 -1.3275  0.5369
F 3.9332 -4.4167 -1.0557  -0.3226
F 2.0413 -3.6976 -2.1337  -0.2566
C 3.9972 -2.2531 -2.2458  0.7307
F 4.8540 -1.3702 -1.5537  -0.2378
F 4.8620 -3.0942 -3.0491  -0.2154
C 3.1492 -1.3833 -3.2934  0.3172
O 3.0411 -0.1469 -3.0902  -0.5347
O 2.5248 -1.9163 -4.4503  -0.4290
O 1.8932 -0.4610 2.3443  -0.3029
H -0.5437 1.4307 3.1214  0.3050
H 0.5161 2.4528 1.8968  0.2783
H 0.8477 1.0095 0.2839  0.3421
H -0.9436 0.3686 0.6460  0.3489
H 0.5638 -3.0077 3.1923  0.1317
H -0.9217 -1.2643 3.4447  0.1259
H 2.1156 -1.1808 -4.9718  0.3812
C -4.9481 2.1119 2.4696  -0.7026
O -4.9171 3.3344 1.7338  -0.3368
C -3.6810 3.7946 1.4791  0.8055
O -2.6468 3.2702 1.8134  -0.4728
O -3.7978 4.9403 0.7864  -0.3163
C -2.5524 5.5462 0.4435  -0.6618
H -5.9935 1.8371 2.6156  0.2324
H -4.4557 1.3130 1.9101  0.2873
H -4.4845 2.2405 3.4503  0.3439
H -1.9649 4.8838 -0.1966  0.2837
H -1.9923 5.8118 1.3429  0.2999
H -2.7678 6.4602 -0.1113  0.2226
C 2.6512 2.7600 6.2533  -0.5888
O 2.2516 3.8061 7.1402  -0.3164
C 0.9742 4.1929 6.9948  0.7758
O 0.1801 3.7395 6.2054  -0.5352
O 0.7326 5.1742 7.8823  -0.3307
C -0.5978 5.6857 7.8404  -0.6135
H 3.6971 2.5286 6.4587  0.2776
H 2.0581 1.8596 6.4276  0.2648
H 2.5673 3.0823 5.2151  0.3060
H -1.3201 4.9013 8.0778  0.2834
H -0.8114 6.1250 6.8633  0.2846
H -0.6780 6.4685 8.5957  0.2150
C -5.9929 3.1210 -1.1870  -0.3807
O -6.2534 2.0713 -2.1176  -0.3426
C -5.3476 1.0797 -2.0911  0.7786
O -4.3798 1.0223 -1.3699  -0.5180
O -5.7055 0.1631 -3.0061  -0.3362
C -4.8247 -0.9566 -3.0876  -0.6043
H -6.7823 3.8662 -1.2921  0.2960
H -6.0112 2.7418 -0.1650  0.1194
H -5.0355 3.6001 -1.4045  0.2221
H -4.7976 -1.4959 -2.1380  0.2923
H -3.8216 -0.6376 -3.3797  0.2741
H -5.2102 -1.6288 -3.8552  0.2098
C 5.0751 -5.1646 -4.9040  -0.4719
O 4.7193 -5.1215 -6.2854  -0.3251
C 3.9179 -6.1253 -6.6797  0.7636
O 3.5001 -7.0159 -5.9805  -0.5368
O 3.6629 -5.9643 -7.9902  -0.3200
C 2.8165 -6.9673 -8.5484  -0.6202
H 5.7203 -4.3114 -4.6986  0.1887
H 4.1867 -5.0851 -4.2748  0.1997
H 5.6292 -6.0785 -4.6773  0.3326
H 1.8377 -6.9594 -8.0634  0.2863
H 3.2805 -7.9528 -8.4663  0.2881
H 2.6794 -6.7374 -9.6058  0.2203

HOMO level ... -8.9796 eV
Structure (SMILES) ... O=C1CC[C@@]([PH2]=S)(C(=O)C(F)(F)C(F)(F)C(F)(F)C(=O)O)O1.COC(=O)OC.COC(=O)OC.COC(=O)OC.COC(=O)OC
LUMO energy ... -1.35 eV
Multiplicity ... 1


[3]
Entry from OMol25: a structure of composition C21H31FN10O4PdS2Sb in a non-equilibrium geometry (wB97M-V/def2-TZVPD).

Each line ends with the Mulliken charge.
Geometry (Å):
Pd 0.3752 0.3722 0.1548  0.8097
C -4.9153 -3.3514 0.9127  -1.1399
Sb -3.0103 -2.7610 0.2214  0.8859
C -3.4221 -2.1040 -1.6857  -1.2256
C -1.9544 -4.6690 -0.0616  -1.0872
H -5.2632 -4.0709 0.1597  0.4061
H -5.5968 -2.5111 0.9212  0.3818
H -4.8442 -3.7742 1.9133  0.3891
H -3.6168 -1.0503 -1.7920  0.3360
H -4.3409 -2.5380 -2.1069  0.5419
H -2.6176 -2.3054 -2.4128  0.3036
H -2.6549 -5.1447 -0.7690  0.3913
H -1.8855 -5.1156 0.9626  0.3547
H -1.0084 -4.6705 -0.5134  0.3806
F -4.9979 4.1364 4.6909  -0.2713
C -4.6547 3.0849 3.9811  0.1783
C -4.1321 3.2085 2.7247  -0.0091
N -3.7133 2.1306 1.9847  0.2002
C -3.1819 2.2552 0.6262  -1.1027
C -1.7962 1.6778 0.4810  0.8566
O -1.4798 1.1412 -0.6217  -0.6062
O -0.9637 1.7814 1.4325  -1.0813
C -3.9438 0.8441 2.4142  0.3127
O -3.7220 -0.1391 1.7024  -0.6114
N -4.5496 0.7338 3.6096  -0.1046
C -4.7218 1.7553 4.6078  0.3198
O -5.0329 1.3925 5.6953  -0.5079
H -4.0507 4.2102 2.3104  0.3953
H -3.0805 3.2874 0.3924  0.4325
H -3.7614 1.8229 -0.1742  0.3282
H -4.8312 -0.2377 3.8729  0.2698
C 4.5674 0.8824 3.6773  -0.7220
N 3.1252 1.1573 3.7414  0.2104
C 2.6094 2.0887 4.6247  -0.2687
C 1.2666 2.2307 4.3783  -0.2890
N 0.9707 1.4435 3.3219  0.4825
C 2.1018 0.7765 2.9523  0.1881
S 2.3087 -0.3195 1.6530  -0.1390
H 4.7397 -0.1731 3.4119  0.3135
H 4.9703 1.1087 4.6993  0.2954
H 5.0402 1.5502 2.9535  0.3264
H 3.1956 2.5315 5.4776  0.3887
H 0.4400 2.7198 4.8583  0.4661
H 0.0992 1.3279 2.8312  0.1761
C 5.4636 1.4523 -4.5643  -1.3777
C 4.7965 0.7920 -3.3952  0.6883
C 5.2543 -0.4373 -2.8592  -0.8716
C 4.6438 -0.9358 -1.6718  0.6587
N 3.6706 -0.1550 -1.0772  0.0820
C 3.2629 0.9454 -1.6111  0.0163
S 1.9195 1.8933 -1.0283  -0.3326
N 3.8537 1.4805 -2.7169  -0.0081
C 4.9518 -2.2237 -0.9785  -1.0979
H 4.8327 2.2209 -5.0282  0.4073
H 5.8285 0.7155 -5.2922  0.3802
H 6.3109 2.0335 -4.1967  0.3312
H 6.0620 -0.9795 -3.3243  0.4680
H 3.4837 2.2853 -3.1915  0.3119
H 5.9487 -2.4850 -1.3285  0.4098
H 4.1698 -2.9326 -1.1806  0.2575
H 5.0125 -2.0095 0.0737  0.2628
N -1.1884 -1.4571 -5.5176  -0.3978
C -0.8487 -0.9963 -4.3049  0.7785
N -0.9369 0.2998 -4.0996  -0.3650
N -0.2967 -1.8593 -3.4959  -0.7505
C 0.1798 -1.4393 -2.3803  0.7195
N 0.5807 -1.0780 -1.3521  -0.5167
H -1.7111 -0.9337 -6.1794  0.2046
H -1.0552 -2.4645 -5.6361  0.2618
H -1.5683 0.8789 -4.6595  0.2771
H -0.6870 0.6731 -3.2193  0.0471

HOMO level (alpha / beta) ... -15.3091 / -15.3082 eV
LUMO energy (alpha / beta) ... -7.50 / -10.95 eV
Energy above the lowest of the compared OMol25 structures with the same formula, charge and spin ... 0.615 eV
Multiplicity ... 5
Total charge ... +3